1.
C4H7N2 | the ωB97M-V functional and the def2-TZVPD basis

Cartesian coordinates (Å):
N (-0.19804, -1.48226, -0.20083)
N (-2.18497, -0.42163, -0.68627)
C (-0.31623, 0.87569, -0.45712)
C (1.33516, 0.92637, 0.25516)
C (-0.89615, -0.37136, -0.41088)
C (2.51839, 1.08338, 0.94381)
H (-0.76505, -2.22492, 0.10830)
H (-2.45098, -1.36963, -0.56802)
H (-2.93956, 0.36828, -0.48293)
H (2.41136, 1.68012, 1.88208)
H (3.43798, 0.73097, 0.48888)
H (-0.74620, 1.77011, -0.76044)
H (0.79431, -1.56511, -0.11173)

Forces on atoms 1 to 6 (eV/Å):
-0.969 0.005 -0.089
-2.656 1.006 0.738
8.104 -0.234 3.610
-2.681 0.652 -0.422
1.596 1.721 -0.038
-4.817 0.045 -2.233

**Calculated total energy**: -7230.2162 eV
**Total charge**: +1
**SMILES string**: C=C=CC(N)=[NH2+]
**ΔE to the lowest compared entry with this formula, charge and spin**: 532.8 kJ/mol
**Gap between HOMO and LUMO (alpha / beta)**: 8.07 / 8.08 eV

2.
C4H8N2 | the ωB97M-V functional and the def2-TZVPD basis

Cartesian coordinates (Å):
N (-0.79220, 1.18040, -1.50609)
N (0.09265, 1.58488, 1.72760)
C (0.35158, 0.72773, 0.76310)
C (0.52018, -1.90129, 0.34035)
C (-0.25509, -0.61366, 0.32715)
C (-0.03547, 0.50605, -0.60684)
H (-0.73526, 2.19093, -1.53504)
H (0.10652, -2.62093, -0.37213)
H (-0.99930, 0.74290, -2.39425)
H (1.36192, 0.59374, -0.08513)
H (-1.31136, -0.73324, 0.58213)
H (-0.35644, 2.42002, 1.33876)
H (0.48395, -2.34772, 1.33684)
H (1.56832, -1.72979, 0.08356)

Forces on atoms 1 to 6 (eV/Å):
0.453 -0.236 -0.159
0.421 -0.462 -0.261
-2.639 0.670 -0.214
0.035 -0.220 -0.091
1.050 -0.673 0.309
0.554 0.931 0.841

**Calculated total energy**: -7253.0668 eV
**Total charge**: 0
**ΔE to the lowest compared entry with this formula, charge and spin**: 464.0 kJ/mol
**Gap between HOMO and LUMO (alpha / beta)**: 8.62 / 8.62 eV

3.
C30H47AsClN5O5SScSeSi | the ωB97M-V functional and the def2-TZVPD basis

Cartesian coordinates (Å):
Se (-0.07993, -1.08927, -1.83593)
As (2.40984, 1.05174, -0.99504)
Sc (-0.26840, 0.78934, -0.14325)
Cl (0.34889, 2.12716, 2.29929)
S (-1.27652, 2.70458, -1.51416)
Si (-1.95175, -2.42109, -2.07613)
O (-0.05007, 1.88997, 3.62714)
O (0.94458, 0.88980, 1.70319)
O (-2.01734, -5.59959, 3.90596)
O (1.27028, 3.19017, 2.16219)
O (-0.81861, 2.35511, 1.41964)
N (-2.54612, -3.72185, 5.05988)
N (0.60277, 3.57002, -3.12035)
N (-0.79304, 2.03599, -4.09474)
N (-1.68089, -0.39815, 1.17462)
N (-1.69980, -3.63097, 2.84861)
C (-3.37954, -1.83508, 2.81627)
C (7.51425, -0.60597, -1.22475)
C (-2.14959, -2.37468, 2.44426)
C (6.56768, -1.33355, -1.93216)
C (-2.90501, -0.32756, 6.47723)
C (5.78135, 0.21889, 0.22396)
C (-2.21174, -2.40331, 5.48231)
C (-1.92594, 1.11789, -4.19795)
C (7.11814, 0.16708, -0.14280)
C (-1.67341, -4.02297, -1.15877)
C (-1.34219, -1.61513, 1.60688)
C (-0.43569, 2.73216, -3.03394)
C (1.29443, 3.95252, -4.35022)
C (-2.07983, -4.39153, 3.95865)
C (2.92549, 0.84681, -2.85317)
C (-1.33874, 1.62856, 6.71787)
C (-2.84113, 0.13321, 1.57759)
C (-3.71383, -0.56319, 2.39038)
C (-3.53897, -1.62145, -1.49424)
C (-0.93297, -1.88902, 5.32416)
C (5.23146, -1.28014, -1.56432)
C (-0.66056, -0.58552, 5.71094)
C (3.37371, -0.41901, -0.11277)
C (3.45953, 2.60709, -0.49992)
C (-2.07629, -2.78952, -3.90615)
C (-3.19675, -1.61829, 6.06893)
C (4.82157, -0.49953, -0.48562)
C (0.50451, 4.94213, -5.19614)
C (-1.63679, 0.21793, 6.29115)
C (-3.05381, 1.71867, -5.01704)
H (-1.67763, -3.87108, -0.07909)
H (-3.64712, -1.65616, -0.40971)
H (3.23790, -0.25762, 0.95724)
H (2.24842, 4.38282, -4.04869)
H (-3.63586, -0.58129, -1.81415)
H (0.33756, -0.18896, 5.57169)
H (-2.72243, 1.98036, -6.02339)
H (7.85302, 0.72406, 0.42354)
H (-1.91268, 2.34487, 6.12739)
H (-0.15224, -2.50631, 4.89777)
H (3.08609, 3.47276, -1.04622)
H (-1.55080, 0.19586, -4.63927)
H (4.50489, 2.43993, -0.75606)
H (2.42080, -0.01673, -3.28180)
H (-0.27349, 2.18936, -4.94635)
H (5.48092, 0.81206, 1.08052)
H (0.32881, 5.86340, -4.64201)
H (3.36040, 2.79928, 0.56660)
H (-3.68000, 0.27078, 6.94185)
H (-1.11645, -3.11451, -4.31021)
H (-1.59998, 1.78051, 7.76568)
H (-0.72352, -4.47872, -1.44010)
H (-2.40979, -1.92276, -4.47738)
H (0.75646, 4.12364, -2.29205)
H (1.06058, 5.18839, -6.09991)
H (-3.44684, 2.61491, -4.53648)
H (-2.87554, -4.36120, 5.76790)
H (-2.47369, -4.72891, -1.39427)
H (2.63076, 1.74587, -3.39224)
H (-2.24431, 0.88702, -3.18486)
H (-0.38438, -2.00133, 1.27554)
H (8.55728, -0.65051, -1.50800)
H (6.87118, -1.95056, -2.76778)
H (-0.28395, 1.86486, 6.59054)
H (-2.80217, -3.58953, -4.07311)
H (-4.65120, -0.11135, 2.68154)
H (2.83367, -1.32480, -0.39222)
H (-1.22672, -4.19993, 2.16346)
H (4.49731, -1.85952, -2.11351)
H (-4.37660, -2.17813, -1.92396)
H (1.54454, 3.05042, -4.91472)
H (-4.19323, -2.02371, 6.19967)
H (-3.86591, 0.99823, -5.11334)
H (4.00534, 0.72424, -2.92262)
H (-4.05181, -2.40646, 3.44076)
H (-3.06636, 1.13712, 1.24342)
H (-0.46443, 4.53884, -5.49323)

Forces on atoms 1 to 6 (eV/Å):
-0.138 -0.160 -0.026
0.031 0.030 -0.039
-0.036 0.102 0.143
0.108 0.086 -0.063
-0.024 -0.013 -0.018
0.088 -0.053 -0.131

**Calculated total energy**: -227676.7476 eV
**Total charge**: +1
**ΔE to the lowest compared entry with this formula, charge and spin**: 29.8 kJ/mol
**Gap between HOMO and LUMO**: 8.03 eV

total charge of number 1 (C4H7N2)? +1

calculated total energy of number 3 (C30H47AsClN5O5SScSeSi)? -227676.7476 eV

Please write out number 1 again, unchanged.
C4H7N2 | the ωB97M-V functional and the def2-TZVPD basis

Cartesian coordinates (Å):
N (-0.19804, -1.48226, -0.20083)
N (-2.18497, -0.42163, -0.68627)
C (-0.31623, 0.87569, -0.45712)
C (1.33516, 0.92637, 0.25516)
C (-0.89615, -0.37136, -0.41088)
C (2.51839, 1.08338, 0.94381)
H (-0.76505, -2.22492, 0.10830)
H (-2.45098, -1.36963, -0.56802)
H (-2.93956, 0.36828, -0.48293)
H (2.41136, 1.68012, 1.88208)
H (3.43798, 0.73097, 0.48888)
H (-0.74620, 1.77011, -0.76044)
H (0.79431, -1.56511, -0.11173)

Forces on atoms 1 to 6 (eV/Å):
-0.969 0.005 -0.089
-2.656 1.006 0.738
8.104 -0.234 3.610
-2.681 0.652 -0.422
1.596 1.721 -0.038
-4.817 0.045 -2.233

**Calculated total energy**: -7230.2162 eV
**Total charge**: +1
**SMILES string**: C=C=CC(N)=[NH2+]
**ΔE to the lowest compared entry with this formula, charge and spin**: 532.8 kJ/mol
**Gap between HOMO and LUMO (alpha / beta)**: 8.07 / 8.08 eV

Look up the calculated total energy of the first one. -7230.2162 eV